1.
One molecule with the formula C3H7NO2, computed with ωB97M-V/def2-TZVPD.

```
! RIJCOSX wB97M-V def2-TZVPD def2/J DEFGRID3
* xyz 0 1
C 2.001 -0.207 -0.958
N 0.559 -0.104 -1.167
C -0.123 0.171 -0.027
O 0.448 0.417 1.018
O -1.468 0.173 -0.129
C -2.031 0.540 1.140
H 2.546 0.003 -1.876
H 2.278 -1.183 -0.539
H 2.298 0.529 -0.203
H 0.072 -0.434 -1.992
H -1.692 -0.157 1.909
H -3.113 0.517 1.031
H -1.681 1.537 1.419
*
```

As for the molecular weight: 89.1 g/mol. The LUMO energy comes out at 0.03426 hartree. The value obtained for the HOMO energy is -9.787 eV. Its energy above the lowest of the compared OMol25 structures with the same formula, charge and spin is 16.1 kcal/mol. As for the SMILES: CNC(=O)OC.


2.
A 3-piece molecular cluster, C3H7NO2 overall, computed with ωB97M-V/def2-TZVPD.

```
! RIJCOSX wB97M-V def2-TZVPD def2/J DEFGRID3
* xyz 0 1
O 0.210 -0.769 -1.733
C -0.864 -1.118 -1.390
O -2.002 -1.411 -1.443
C 0.582 1.473 0.808
C 0.883 1.422 -0.486
H 1.281 1.126 1.566
H -0.369 1.869 1.155
H 0.193 1.763 -1.252
H 1.823 1.014 -0.845
N -0.495 -1.343 0.679
H -0.229 -0.395 0.942
H -1.309 -1.671 1.184
H 0.296 -1.959 0.816
*
```

As for the molecular weight: 89.1 g/mol. The LUMO energy comes out at 0.02888 hartree. The value obtained for the HOMO energy is -10.189 eV. Its energy above the lowest of the compared OMol25 structures with the same formula, charge and spin is 32.9 kcal/mol. As for the SMILES: O=C=O.C=C.N.


3.
One molecule with the formula C3H7NO2 at a distorted geometry, computed with ωB97M-V/def2-TZVPD.

```
! RIJCOSX wB97M-V def2-TZVPD def2/J DEFGRID3
* xyz 0 1
C 1.713 0.280 0.428
C 0.087 -0.258 0.537
O -0.967 -0.174 1.524
C -0.376 0.162 -0.831
N -1.701 0.393 -1.091
O 0.466 0.424 -1.668
H 2.269 -0.619 0.111
H 2.049 0.612 1.396
H 2.051 1.031 -0.322
H 0.286 -1.324 0.620
H -1.492 0.640 1.492
H -2.419 -0.204 -0.713
H -1.822 0.706 -2.046
*
```

As for the molecular weight: 89.1 g/mol. The LUMO energy comes out at 0.02523 hartree. The value obtained for the HOMO energy is -9.779 eV. Its energy above the lowest of the compared OMol25 structures with the same formula, charge and spin is 46.3 kcal/mol. As for the SMILES: C[C@@H](O)C(N)=O.


4.
One molecule with the formula C3H7NO2, computed with ωB97M-V/def2-TZVPD.

```
! RIJCOSX wB97M-V def2-TZVPD def2/J DEFGRID3
* xyz 0 1
C -2.017 0.417 0.164
C -0.868 -0.348 -0.458
O 0.343 0.348 -0.135
C 1.452 -0.416 -0.040
N 2.537 0.368 0.231
O 1.486 -1.617 -0.194
H -2.067 1.437 -0.227
H -1.895 0.468 1.250
H -2.964 -0.086 -0.055
H -0.800 -1.371 -0.080
H -0.959 -0.396 -1.550
H 3.366 -0.114 0.536
H 2.386 1.309 0.559
*
```

As for the molecular weight: 89.1 g/mol. The LUMO energy comes out at 0.03386 hartree. The value obtained for the HOMO energy is -10.423 eV. Its energy above the lowest of the compared OMol25 structures with the same formula, charge and spin is 3.4 kcal/mol. As for the SMILES: CCOC(N)=O.


> Which of these has the lowest HOMO?

number 4


> Among the records above, which one has the lowest HOMO?

number 4


> What is the formula in the third record?

C3H7NO2


> Among the records above, which one has the lowest HOMO?

number 4